(1)
Below is CH4N4 as an isolated structure in a non-equilibrium geometry, with properties calculated with the ωB97M-V functional and the def2-TZVPD basis.

Last column: Mulliken charge in e.
Geometry (Å):
C1 0.754 1.170 0.009  0.20
N1 1.751 0.559 0.713  -0.39
N2 1.146 -0.653 0.461  -0.04
N3 0.388 0.013 -0.500  -0.39
N4 -1.971 -0.361 -0.602  -0.46
H1 0.509 2.168 -0.041  0.40
H2 1.510 -1.518 0.109  0.23
H3 -2.179 -0.014 0.327  0.23
H4 -1.908 -1.362 -0.476  0.22

Values from the calculation:
ΔE to the lowest compared entry with this formula, charge and spin in eV: 7.710

(2)
Below is one molecule with the formula CH2O4S in a non-equilibrium geometry, with properties calculated with the ωB97M-V functional and the def2-TZVPD basis.

Last column: Mulliken charge in e.
Geometry (Å):
C1 0.397 -1.001 -0.132  0.33
O1 0.232 -0.716 1.009  -0.53
O2 -2.466 -0.522 0.805  -0.45
O3 -0.621 -1.085 -0.911  -0.34
O4 -0.911 1.212 -0.001  -0.46
S1 -1.881 0.030 -0.402  0.73
H1 1.416 -1.097 -0.651  0.32
H2 -0.717 1.134 0.977  0.40

Values from the calculation:
ΔE to the lowest compared entry with this formula, charge and spin in eV: 0.905

(3)
Below is C4H4IrO as an isolated structure in a non-equilibrium geometry, with properties calculated with the ωB97M-V functional and the def2-TZVPD basis.

Last column: Mulliken spin population.
Geometry (Å):
H1 1.133 0.757 0.585  0.10
C1 0.563 1.772 -0.225  0.30
C2 -0.247 0.697 -0.731  0.00
C3 0.134 -0.469 -0.052  0.44
C4 -0.270 -1.508 0.551  0.11
O1 -0.734 -2.474 1.086  0.26
Ir1 -1.375 -4.081 1.086  2.75
H2 0.081 2.385 0.542  0.03
H3 1.082 2.314 -1.025  0.01
H4 -0.367 0.607 -1.816  0.00

Values from the calculation:
2S+1: 5
Total charge: +3
Total energy in eV: -9049.97833

(4)
Below is C25H37ClCoN5O5S4SeSi as an isolated structure in a non-equilibrium geometry, with properties calculated with the ωB97M-V functional and the def2-TZVPD basis.

Last column: Mulliken charge in e.
Geometry (Å):
Co1 -0.868 2.916 1.350  -0.63
S1 -2.839 1.303 1.394  -0.17
S2 -3.494 1.394 3.349  -0.19
S3 -1.677 1.292 4.317  -0.18
S4 -0.837 3.030 3.667  -0.22
C1 -3.067 5.468 2.859  -1.33
C2 -3.111 5.160 1.396  0.74
C3 -3.910 5.874 0.519  -0.87
C4 -3.897 5.534 -0.841  -0.54
C5 -3.108 4.511 -1.300  -0.83
C6 -2.315 3.806 -0.359  1.00
N1 -2.366 4.147 0.954  0.56
N2 -1.443 2.811 -0.556  0.73
Si1 -1.030 2.040 -2.032  -0.67
C7 -0.629 3.221 -3.434  -1.16
C8 0.478 0.999 -1.773  0.37
C9 -2.504 1.007 -2.563  -1.03
H1 -3.717 6.313 3.091  0.40
H2 -2.045 5.694 3.166  0.21
H3 -3.377 4.594 3.431  0.22
H4 -4.528 6.679 0.891  0.33
H5 -4.501 6.101 -1.541  0.38
H6 -3.052 4.254 -2.350  0.22
H7 -0.054 4.065 -3.042  0.31
H8 -1.516 3.614 -3.941  0.35
H9 -0.010 2.712 -4.180  0.34
H10 1.203 1.615 -1.233  0.14
H11 0.931 0.708 -2.725  0.38
H12 0.272 0.083 -1.205  -0.65
H13 -3.415 1.615 -2.528  0.33
H14 -2.653 0.179 -1.862  0.26
H15 -2.401 0.604 -3.577  0.33
C10 3.290 -4.230 2.438  -1.70
C11 1.890 -4.457 1.844  1.61
C12 2.034 -5.606 0.837  -1.98
C13 0.949 -4.913 2.965  -1.96
C14 1.385 -3.141 1.152  2.03
O1 2.416 -2.697 0.287  -0.48
C15 0.062 -3.261 0.364  -1.31
C16 -0.001 -3.979 -1.000  -1.58
C17 0.646 -3.291 -2.182  0.40
C18 -0.042 -2.302 -2.875  0.16
C19 0.484 -1.718 -4.019  -0.95
C20 1.724 -2.127 -4.469  0.54
Cl1 2.393 -1.417 -5.922  -0.27
C21 2.445 -3.095 -3.792  -1.09
C22 1.897 -3.673 -2.658  0.10
C23 1.104 -2.114 2.278  -1.69
N3 1.004 -0.743 1.834  1.01
C24 -0.046 0.064 1.879  -0.07
N4 0.314 1.282 1.514  0.75
C25 1.653 1.159 1.237  -0.90
N5 2.112 -0.059 1.421  -1.16
H16 3.633 -5.159 2.903  0.46
H17 3.313 -3.454 3.204  0.40
H18 3.993 -3.948 1.657  0.35
H19 2.663 -6.388 1.270  0.58
H20 2.513 -5.259 -0.079  0.24
H21 1.072 -6.058 0.591  0.27
H22 1.265 -5.897 3.322  0.52
H23 -0.084 -5.005 2.622  0.32
H24 0.964 -4.234 3.819  0.34
H25 2.565 -1.740 0.401  0.52
H26 -0.287 -2.237 0.192  0.39
H27 -0.678 -3.731 1.019  0.43
H28 -1.065 -4.068 -1.232  0.45
H29 0.389 -4.990 -0.933  0.48
H30 -1.011 -1.967 -2.518  0.38
H31 -0.061 -0.948 -4.548  0.40
H32 3.424 -3.389 -4.148  0.41
H33 2.459 -4.435 -2.133  0.23
H34 1.892 -2.141 3.027  0.34
H35 0.156 -2.354 2.756  0.34
H36 -1.035 -0.240 2.169  0.50
H37 2.282 1.968 0.903  0.54
O2 3.014 3.903 1.686  -0.75
Se1 1.949 4.554 0.631  0.96
O3 2.000 3.756 -0.810  -0.66
O4 0.398 4.265 1.259  -0.24
O5 2.048 6.170 0.492  -0.79

Values from the calculation:
ΔE to the lowest compared entry with this formula, charge and spin in eV: 0.472
Total charge: -2

(5)
Below is a 2-piece molecular cluster, C2H4NO3S overall in a non-equilibrium geometry, with properties calculated with the ωB97M-V functional and the def2-TZVPD basis.

Last column: Mulliken charge in e.
Geometry (Å):
C1 2.153 0.294 -0.206  0.54
C2 3.289 -0.306 -0.336  -1.00
N1 1.150 0.905 -0.003  -0.43
O1 -3.289 -1.335 -0.180  -0.62
O2 -3.783 1.016 -0.042  -0.61
O3 -1.429 0.290 -0.112  -0.71
S1 -2.823 -0.010 0.258  0.83
H1 3.721 -0.855 0.449  0.24
H2 -2.849 0.000 1.611  0.02
H3 3.652 -0.657 -1.360  0.17
H4 0.208 0.657 -0.080  0.58

Values from the calculation:
ΔE to the lowest compared entry with this formula, charge and spin in eV: 0.817
Total charge: -1

(6)
Below is one molecule with the formula C16H17NO2, with properties calculated with the ωB97M-V functional and the def2-TZVPD basis.

Last column: Mulliken charge in e.
Geometry (Å):
C1 -4.488 1.344 2.987  -1.04
H1 -5.395 1.209 3.571  0.34
H2 -4.538 0.698 2.113  0.32
H3 -4.444 2.376 2.646  0.33
C2 -3.255 1.009 3.828  -0.93
C3 -2.002 1.202 3.021  0.37
C4 -1.475 0.156 2.281  -0.64
C5 -0.338 0.331 1.498  0.75
C6 0.280 1.575 1.450  -0.52
C7 -0.248 2.620 2.187  -0.72
C8 -1.377 2.442 2.966  -0.55
H4 -1.776 3.266 3.538  0.40
H5 0.233 3.586 2.150  0.38
H6 1.160 1.716 0.846  0.55
N1 0.130 -0.780 0.779  -0.09
C9 1.247 -0.887 0.005  0.66
O1 2.042 -0.008 -0.212  -0.63
C10 1.395 -2.306 -0.576  -0.84
O2 2.464 -2.415 -1.471  -0.39
C11 2.414 -1.720 -2.648  0.79
C12 3.556 -1.811 -3.443  -0.66
C13 3.607 -1.176 -4.666  -0.37
C14 2.522 -0.442 -5.118  -0.52
C15 1.389 -0.351 -4.331  -0.69
C16 1.326 -0.985 -3.101  -0.15
H7 0.431 -0.883 -2.507  0.30
H8 0.539 0.223 -4.670  0.35
H9 2.561 0.058 -6.074  0.38
H10 4.499 -1.251 -5.270  0.36
H11 4.392 -2.384 -3.073  0.40
H12 1.638 -2.994 0.242  0.46
H13 0.449 -2.626 -1.038  0.43
H14 -0.431 -1.613 0.896  0.17
H15 -1.953 -0.815 2.316  0.28
H16 -3.231 1.658 4.705  0.36
H17 -3.322 -0.025 4.170  0.35

Values from the calculation:
ΔE to the lowest compared entry with this formula, charge and spin in eV: 0.200